Record 1
Entry from the OMol25 dataset: the molecule C5H6O (ωB97M-V with the def2-TZVPD basis set).

The geometry in XYZ format:
```
12
Properties=species:S:1:pos:R:3:forces:R:3
O -1.922056 -1.395817 -0.375684 0.70 0.46 0.10
C -0.954048 -0.699751 -0.165523 -0.36 -0.33 0.00
C 0.502674 -1.153930 -0.111492 -0.08 -0.05 -0.07
C 1.277196 0.136188 -0.134281 -0.08 0.12 0.10
C 0.491151 1.164705 0.182988 0.10 -0.02 -0.15
C -0.972201 0.802348 0.112490 -0.04 0.05 0.02
H 0.736524 -1.977780 -0.792382 0.00 0.32 -0.01
H 0.682416 -1.490767 0.910084 -0.18 -0.62 0.12
H 2.357116 0.153672 -0.231506 -0.11 0.10 0.16
H 0.846628 2.142348 0.489030 -0.06 0.02 -0.37
H -1.564310 1.012386 1.009733 0.12 -0.03 -0.04
H -1.469870 1.313264 -0.721877 -0.01 -0.03 0.15
```
Positions in Å, forces in eV/Å.

Results
**Multiplicity**: 1
**Charge**: 0
**Relative energy (zero: lowest compared OMol25 entry of this formula, charge and spin)**: 9.3 kcal per mole
**Kohn-Sham gap**: 10.34 eV

Results of the Löwdin charge analysis, in e, for atoms 1 through 6: O 0.0837; C -0.3803; C -0.1050; C -0.0983; C -0.1011; C -0.1051

---

Record 2
Entry from the OMol25 dataset: a structure of composition C2H6N4S at a distorted geometry (ωB97M-V with the def2-TZVPD basis set).

The geometry in XYZ format:
```
13
Properties=species:S:1:pos:R:3:forces:R:3
C -0.575235 0.548478 -0.214897 1.36 3.08 2.21
C 2.847129 0.411367 0.285457 -3.75 -6.72 -1.95
H -2.164680 -1.478796 0.778122 -1.88 3.65 -2.79
H -3.232499 -0.862757 -0.915932 2.76 1.21 4.46
H -2.293255 1.620818 1.087237 1.35 -4.15 -3.60
H -0.355379 2.327623 -0.239829 -0.31 1.70 0.08
H 3.862589 0.169112 0.521457 0.44 -0.02 -0.18
H 2.407366 1.318834 0.222146 -0.96 3.07 0.28
N -2.690705 -0.569125 0.160366 -0.32 -2.04 -0.74
N -1.994334 0.702706 0.151908 0.45 -0.12 1.18
N 0.275174 1.560727 -0.293000 -2.50 -2.51 -0.43
N 2.079036 -0.678433 -0.061027 1.36 2.32 2.06
S 0.278768 -0.997814 -0.099018 2.01 0.53 -0.57
```
Positions in Å, forces in eV/Å.

Results
**Multiplicity**: 1
**Charge**: 0
**Relative energy (zero: lowest compared OMol25 entry of this formula, charge and spin)**: 159.3 kcal per mole
**Kohn-Sham gap**: 9.11 eV

Results of the Löwdin charge analysis, in e, for atoms 1 through 6: C -0.7445; C -0.0398; H 0.1352; H 0.1853; H 0.2721; H 0.0142

---

Record 3
Entry from the OMol25 dataset: a structure of composition C41H67As3BaN8O2S3 at a distorted geometry (ωB97M-V with the def2-TZVPD basis set).

The geometry in XYZ format:
```
125
Properties=species:S:1:pos:R:3:forces:R:3
Ba -0.276823 0.384628 -0.956071 -0.20 -0.61 -0.10
C -3.714876 -0.312129 -2.247668 0.99 -0.32 -0.86
N -2.488513 -1.130736 -2.563399 -0.36 -0.20 0.64
C -2.163130 -1.058400 -4.005171 -0.20 -1.65 -0.34
C -0.693344 -1.277981 -4.295738 1.06 -0.26 -0.70
N 0.131160 -0.085157 -3.996033 0.75 0.10 0.17
C 1.555935 -0.453839 -3.805771 -0.78 -0.32 -0.93
C -0.007714 1.003981 -4.945077 -0.68 -0.63 -0.76
C 0.331848 0.784560 -6.294777 0.07 1.37 -0.45
C 0.160178 1.780618 -7.285416 -0.33 -0.20 2.20
C -0.389371 3.009617 -6.868645 0.19 0.60 -1.14
C -0.776983 3.217447 -5.583703 -0.33 -0.98 2.05
C -0.624607 2.189509 -4.573597 0.01 1.13 -0.88
S -1.150314 2.550704 -2.960815 -0.24 0.22 0.22
C -2.652440 -2.546298 -2.155745 -0.30 0.79 -0.45
C -3.915418 -3.092989 -2.284140 0.16 -1.23 -0.10
C -4.192946 -4.386024 -1.928124 -1.03 -0.76 0.70
C -3.235366 -5.192491 -1.372013 0.52 -1.24 0.03
C -1.933011 -4.751609 -1.323446 -0.91 2.41 -0.48
C -1.636863 -3.368788 -1.686271 1.36 -1.13 0.94
S 0.008243 -2.771438 -1.291193 -0.63 -0.19 0.13
H -4.627643 -0.751931 -2.683408 0.27 0.57 -0.16
H -3.471576 0.692193 -2.667953 -0.55 -0.56 0.51
H -3.872578 -0.299489 -1.170599 0.16 0.11 0.02
H -2.470056 -0.133913 -4.468090 -0.23 0.56 0.22
H -2.722825 -1.884013 -4.532168 0.33 0.71 0.27
H -0.547767 -1.526353 -5.383718 -0.36 -0.02 0.73
H -0.266100 -2.123063 -3.700678 -0.55 0.66 -0.45
H 2.062386 -0.957349 -4.671171 -0.46 0.58 0.20
H 1.509052 -1.222316 -3.058131 0.55 -0.22 0.86
H 2.101779 0.446511 -3.534813 0.22 -0.12 0.24
H 0.809804 -0.151472 -6.512110 0.05 -0.35 -0.41
H 0.412042 1.648253 -8.304222 0.37 -0.34 -0.76
H -0.500603 3.879369 -7.549551 0.08 -0.91 0.16
H -1.272208 4.130006 -5.229152 0.37 -0.26 -0.40
H -4.697225 -2.600342 -2.755192 -1.21 1.19 -0.60
H -5.158789 -4.892234 -1.950789 -0.22 0.91 -0.47
H -3.588693 -6.195154 -1.046359 0.80 0.66 -0.16
H -1.185795 -5.345087 -0.888404 1.11 -0.54 0.37
C 3.443331 -2.829184 -1.032341 0.98 -0.02 1.27
As 3.069559 -1.220969 0.169996 -0.58 -1.32 -0.44
C 4.604468 -0.198915 -0.462753 0.07 0.64 0.65
C 3.542657 -2.177430 1.888721 1.92 -0.52 -0.22
C 4.128905 -1.464520 3.124996 -0.44 0.27 1.17
C 4.341156 -2.498707 4.275428 0.44 -0.84 -2.00
C 3.152799 -0.380157 3.672758 0.30 -0.05 0.22
As 2.951045 1.391019 2.842559 -1.49 0.24 -0.39
C 1.228893 1.815286 3.893047 1.78 -0.50 0.02
C 4.136952 2.556057 3.858730 -1.01 -1.01 1.28
C 5.515946 -0.890355 2.855791 -0.07 -0.73 0.28
As 7.152004 -1.845788 2.377747 0.80 0.36 -0.68
C 7.503139 -3.204206 3.769105 0.65 -1.35 -0.72
C 6.696913 -2.979295 0.855106 3.29 -1.30 -0.79
H 2.972212 -2.812312 -1.984750 -0.61 0.39 -0.70
H 3.210553 -3.808567 -0.592762 -0.27 0.47 0.23
H 4.527637 -2.843141 -1.192313 -0.08 0.10 -0.04
H 5.525548 -0.766958 -0.394164 0.20 0.26 0.09
H 4.639611 0.772440 0.066480 0.30 -0.58 0.00
H 4.425943 0.071605 -1.493298 -0.18 -0.20 -0.46
H 4.321912 -2.973412 1.706421 -1.19 0.72 -0.27
H 2.622922 -2.698091 2.123728 -0.34 0.02 0.19
H 3.459823 -3.040650 4.541349 -0.97 -0.15 0.12
H 4.704838 -2.011646 5.169594 0.52 -0.03 0.10
H 5.019366 -3.290882 3.827012 -0.46 0.94 1.06
H 3.299743 -0.243467 4.754144 0.04 0.05 -0.19
H 2.137397 -0.732869 3.524905 -0.24 -0.29 0.14
H 0.818181 2.755804 3.551653 0.08 0.30 0.21
H 1.591618 1.815705 4.943910 -0.56 0.31 -0.55
H 0.504286 1.030173 3.743054 -0.04 -0.17 -0.10
H 3.601592 2.736922 4.820440 0.90 -0.19 -0.42
H 4.370020 3.486837 3.422782 0.04 1.01 -0.81
H 5.044285 1.984834 3.945504 0.49 -0.06 0.55
H 5.998978 -0.408395 3.683353 -0.45 0.36 1.31
H 5.418736 -0.078059 2.197278 0.10 1.01 -1.49
H 7.161242 -2.960289 4.756372 -0.45 0.25 0.34
H 8.606005 -3.333349 3.869391 -0.68 0.25 -0.34
H 7.107525 -4.205029 3.458386 0.14 0.81 0.40
H 6.663339 -2.451323 -0.108102 0.42 0.13 0.43
H 5.777479 -3.462027 0.900959 -1.34 -1.19 0.34
H 7.578010 -3.796971 0.773108 -2.04 1.80 0.13
O 1.718595 2.077883 -0.262716 -0.85 -0.28 0.89
H 2.301416 1.856942 0.480025 0.13 -0.03 0.17
H 2.250965 2.321438 -1.001321 0.76 0.54 -1.20
O 2.133829 3.107881 -3.039993 -0.11 -0.28 -1.37
H 2.116074 2.778572 -3.979100 0.12 0.40 1.34
H 1.253029 3.521078 -2.974084 0.01 -0.26 0.21
N -2.381905 -2.895158 1.178396 -0.17 0.77 -0.13
C -2.917830 -2.218844 2.201865 0.24 -0.97 1.79
N -4.103589 -2.630306 2.708901 -1.44 -0.58 -0.54
N -2.273744 -1.369605 2.983359 -0.70 0.37 -0.03
C -1.115085 -0.954237 2.578620 2.43 0.39 -0.80
N -0.030908 -0.623905 2.256245 -1.64 -0.24 0.14
H -3.005180 -3.169097 0.448433 -0.38 -0.53 -0.42
H -1.482062 -2.596146 0.808865 0.20 0.02 -0.02
H -4.676974 -3.382083 2.292293 0.90 0.91 0.29
H -4.463897 -2.199426 3.557724 0.44 -0.09 -0.60
N -7.995209 -2.230321 -0.618413 -0.41 -0.34 2.41
H -8.769708 -2.197177 -1.244036 -0.55 0.44 -0.97
H -8.017182 -1.336188 -0.083172 0.07 -0.69 -0.75
H -8.402584 -2.896711 0.088714 0.91 0.59 -0.70
N -2.701321 1.195389 0.481625 0.16 -1.21 -0.24
S -2.382719 2.188569 1.637845 1.02 1.08 0.30
C -1.818451 3.742053 0.865596 -0.11 -0.69 -0.77
C -2.261665 3.933553 -0.455533 0.45 0.02 2.12
C -1.828521 5.055466 -1.084408 -0.03 1.36 -1.94
C -0.950922 5.934436 -0.515001 0.60 0.36 1.28
C -0.397207 5.621522 0.732579 0.08 0.84 -0.15
C -0.812496 4.533481 1.449386 -1.76 -1.52 -0.90
C -3.867831 2.731860 2.470576 0.12 0.93 -1.13
C -4.402658 1.771135 3.301515 -0.84 0.61 0.28
C -5.581023 2.012935 4.016973 0.37 0.38 -0.98
C -6.195073 3.269051 3.800075 0.60 -0.26 0.23
C -5.643469 4.223071 2.925968 1.30 -2.26 0.46
C -4.452110 3.982232 2.217322 -0.50 -0.28 0.77
H -3.464039 1.459901 -0.121267 -0.31 0.30 -0.11
H -2.894203 3.238057 -0.947157 -0.47 -0.41 -0.29
H -2.099858 5.311674 -2.106544 -0.38 -0.47 0.17
H -0.718502 6.879508 -1.007380 0.20 -0.42 0.06
H 0.332202 6.258827 1.175900 0.53 0.48 0.12
H -0.453335 4.162436 2.383671 0.52 0.45 0.58
H -3.874186 0.848531 3.338930 0.23 -0.80 0.35
H -5.932564 1.175690 4.628808 -0.30 0.78 0.03
H -7.056251 3.622780 4.361567 -0.03 -0.50 -0.04
H -6.127645 5.131928 2.936108 -0.84 1.99 -0.48
H -3.979661 4.734779 1.558207 -0.44 -0.62 0.51
```
Positions in Å, forces in eV/Å.

Results
**Multiplicity**: 1
**Charge**: 0
**Relative energy (zero: lowest compared OMol25 entry of this formula, charge and spin)**: 59.4 kcal per mole
**Kohn-Sham gap**: 6.96 eV

Results of the Löwdin charge analysis, in e, for atoms 1 through 6: Ba 1.3662; C -0.0846; N -0.1856; C -0.1701; C -0.1937; N -0.2269

---

Record 4
Entry from the OMol25 dataset: a cluster of 2 separate species, CH8N5O in total at a distorted geometry (ωB97M-V with the def2-TZVPD basis set).

The geometry in XYZ format:
```
15
Properties=species:S:1:pos:R:3:forces:R:3
C 1.864187 -0.326439 0.180371 -2.20 0.85 0.96
N 3.157563 -0.519626 0.119566 2.30 -0.73 -0.71
N -2.224064 -0.646964 0.681417 1.04 2.81 1.99
N 1.066761 -1.295277 -0.164169 2.12 -1.04 -0.68
N -0.917607 -0.420097 0.614028 -0.78 0.72 1.41
N -0.198921 -1.245932 0.032155 -3.34 -0.52 -1.59
O 1.431717 0.872650 0.657029 -0.06 -0.31 -0.07
H 3.725961 -1.375293 -0.298351 -2.26 2.56 1.27
H 3.643050 0.304692 0.441746 0.71 -0.24 -0.17
H -2.783601 -1.246619 0.153227 -0.53 -1.38 -1.29
H -2.689559 0.105379 1.211929 0.30 -0.87 -0.62
H -0.341800 1.998036 -1.329134 0.42 0.74 -0.41
H -0.671167 1.435557 -1.027599 -0.50 -0.63 0.26
H 0.427610 1.034504 0.789085 2.27 -1.16 -0.51
H -0.740297 -1.874784 -0.566960 0.53 -0.79 0.15
```
Positions in Å, forces in eV/Å.

Results
**Multiplicity**: 1
**Charge**: +1
**Relative energy (zero: lowest compared OMol25 entry of this formula, charge and spin)**: 37.6 kcal per mole
**Kohn-Sham gap (spin up / spin down)**: 8.77 / 8.77 eV

Results of the Löwdin charge analysis, in e, for atoms 1 through 6: C -0.4779; N 0.2033; N 0.1246; N 0.1056; N -0.0083; N -0.0264